1.
Here is a cluster of 11 separate species, C34H69F12N14O24S12 in total from OMol25. Energies are from ωB97M-V with the def2-TZVPD basis set.

- 2S+1: 1
- Total charge: -1
- Orbital gap: 6.0754 eV
- E_HOMO: -6.36 eV

Geometry as XYZ:
```
165
Properties=species:S:1:pos:R:3:forces:R:3:lowdin_charge:R:1
C 6.146 0.184 -0.449 0.2 -0.6 1.0 -0.034
C 6.649 -0.591 0.829 -1.0 0.4 -0.6 -0.116
N 6.825 -2.009 0.501 -1.1 -3.9 0.2 -0.024
C 8.005 -2.675 0.580 1.7 -0.9 -1.0 -0.029
C 7.869 -4.007 0.198 0.1 1.7 -0.3 -0.016
N 6.546 -4.188 -0.104 -0.8 2.9 1.8 -0.067
C 5.908 -3.011 0.230 0.5 0.2 -1.7 0.067
C 5.974 -5.391 -0.673 0.4 -1.0 -0.1 -0.003
H 5.260 -0.297 -0.862 0.0 -0.3 0.1 0.054
H 6.918 0.167 -1.218 0.0 0.2 0.0 0.069
H 5.827 1.201 -0.219 0.4 0.0 0.3 0.060
H 5.957 -0.551 1.671 -0.2 0.2 -0.1 0.105
H 7.609 -0.268 1.230 -0.1 0.2 -0.3 0.125
H 8.916 -2.106 0.692 0.0 -0.2 0.4 0.130
H 8.603 -4.735 -0.115 0.0 0.1 0.5 0.127
H 4.859 -2.861 0.023 -0.1 0.0 0.4 0.111
H 6.414 -5.539 -1.659 -0.5 0.5 -0.4 0.098
H 4.884 -5.417 -0.661 0.3 0.3 0.1 0.079
H 6.370 -6.264 -0.155 -0.3 0.2 0.6 0.099
C -2.886 -0.513 -1.570 0.2 -0.3 -0.5 -0.038
C -3.160 -1.170 -2.935 -0.2 -0.5 0.6 -0.150
N -2.841 -0.283 -4.054 1.9 1.7 -2.0 -0.010
C -3.596 0.840 -4.308 -0.2 1.2 -2.1 0.015
C -3.156 1.476 -5.493 0.1 -2.6 2.5 0.020
N -2.066 0.704 -5.889 -1.1 -0.3 1.9 -0.129
C -1.814 -0.289 -4.980 -1.9 0.9 -0.1 0.029
C -1.227 1.121 -6.964 0.7 -0.1 -0.4 -0.011
H -1.824 -0.292 -1.462 0.1 0.1 -0.2 0.061
H -3.082 -1.251 -0.792 -0.3 0.1 0.0 0.074
H -3.456 0.405 -1.427 -0.1 -0.1 0.1 0.061
H -4.208 -1.417 -3.103 -0.2 0.3 0.4 0.129
H -2.688 -2.148 -3.030 0.6 0.4 -0.2 0.107
H -4.433 1.144 -3.697 0.0 -0.2 0.1 0.142
H -3.507 2.331 -6.051 0.0 -0.1 0.2 0.132
H -0.925 -0.903 -4.978 -0.2 -0.4 0.1 0.135
H -0.645 1.964 -6.592 0.5 -0.2 -0.2 0.081
H -1.792 1.485 -7.822 -0.3 -0.2 0.2 0.104
H -0.655 0.246 -7.275 0.4 0.4 -0.1 0.109
C 0.402 1.738 -3.553 0.2 -1.1 0.6 -0.037
C 1.347 2.888 -3.499 0.4 0.6 0.9 -0.157
N 1.262 3.690 -4.694 2.6 -0.6 -2.8 -0.044
C 0.307 4.573 -5.053 -0.3 0.9 0.2 -0.007
C 0.612 5.058 -6.278 0.9 -0.2 -1.2 0.009
N 1.766 4.409 -6.753 -0.5 -1.3 3.9 -0.089
C 2.175 3.557 -5.715 -2.2 2.2 -1.0 0.064
C 2.473 4.711 -7.961 0.1 0.5 -1.2 -0.018
H -0.528 2.019 -4.047 -0.1 -0.1 0.2 0.071
H 0.236 1.408 -2.528 -0.5 0.2 0.0 0.076
H 0.875 0.852 -3.976 -0.1 0.0 -0.6 0.091
H 2.400 2.616 -3.430 -0.1 -0.3 0.3 0.139
H 1.113 3.539 -2.656 0.0 0.1 0.0 0.119
H -0.427 4.922 -4.343 -0.3 -0.1 0.0 0.117
H 0.182 5.858 -6.863 -0.2 -0.2 0.2 0.138
H 3.085 2.975 -5.745 -0.2 -0.1 0.2 0.164
H 3.549 4.570 -7.868 -0.2 -0.1 0.2 0.106
H 2.272 5.744 -8.248 0.2 0.1 0.4 0.102
H 2.095 4.157 -8.821 0.1 -0.5 0.2 0.099
C -6.737 -5.732 3.954 -1.9 0.0 0.2 -0.108
C -6.011 -4.440 4.095 1.4 1.0 -0.7 -0.236
C -6.640 -3.401 3.142 0.3 0.5 -0.6 -0.137
N -6.006 -2.029 2.951 -0.5 0.5 -0.8 -0.215
C -6.998 -1.248 1.927 1.6 0.1 2.8 0.080
C -5.788 -1.134 4.253 0.2 -0.3 -1.3 -0.020
C -4.386 -0.482 4.076 0.2 0.1 -0.7 -0.113
C -3.956 -0.782 2.632 -1.0 -0.6 -0.8 -0.152
C -4.621 -2.096 2.292 -0.2 -1.8 1.0 -0.113
H -6.413 -6.544 4.606 0.3 0.2 -0.3 0.090
H -6.830 -6.025 2.908 0.5 -0.3 0.0 0.086
H -7.766 -5.495 4.222 -0.4 -0.4 0.2 0.076
H -4.975 -4.676 3.853 0.2 0.5 -0.3 0.110
H -5.953 -4.044 5.109 -0.4 -0.1 0.1 0.112
H -7.699 -3.233 3.338 0.0 0.1 0.7 0.128
H -6.691 -3.683 2.090 0.3 -0.9 0.1 0.128
H -6.535 -0.264 2.001 -0.5 0.2 -0.9 0.084
H -7.934 -1.228 2.484 -0.1 0.0 -0.5 0.100
H -7.045 -1.693 0.933 0.3 0.0 0.3 0.111
H -6.611 -0.422 4.186 0.2 0.1 0.2 0.121
H -5.908 -1.716 5.167 0.1 -0.2 -0.3 0.119
H -4.416 0.599 4.215 -0.2 -0.1 0.2 0.120
H -3.565 -0.864 4.683 -0.6 -0.3 0.6 0.122
H -4.428 -0.111 1.915 0.5 0.7 0.1 0.107
H -2.881 -0.860 2.465 -0.1 0.3 0.1 0.113
H -4.631 -2.456 1.263 -0.7 1.0 -0.4 0.135
H -4.189 -3.008 2.703 0.5 0.4 0.9 0.120
C -3.078 2.813 0.961 0.3 0.1 0.2 -0.084
C -1.553 2.598 1.000 0.1 -0.5 -0.2 -0.210
C -1.089 1.259 1.668 1.6 1.5 -0.6 -0.067
N 0.498 1.134 1.652 -0.3 -1.9 -0.4 -0.196
C 1.175 2.111 2.598 -0.1 -0.1 -0.6 0.045
C 1.011 1.149 0.207 -0.9 1.0 -0.7 -0.128
C 2.373 0.478 0.129 -0.5 1.2 -0.1 -0.170
C 2.302 -0.552 1.199 0.3 -0.2 1.8 -0.137
C 0.904 -0.336 1.936 1.9 -0.8 -0.4 -0.048
H -3.256 3.843 0.652 -0.1 0.0 0.2 0.062
H -3.548 2.650 1.931 0.0 0.1 0.1 0.064
H -3.635 2.225 0.232 0.3 -0.4 0.0 0.053
H -1.050 3.491 1.369 -0.1 -0.1 0.8 0.101
H -1.188 2.633 -0.027 -0.1 -0.5 -0.2 0.065
H -1.489 0.447 1.061 0.3 -0.2 0.2 0.098
H -1.346 1.130 2.719 -0.2 0.2 -0.1 0.123
H 0.902 1.878 3.627 0.0 -0.1 -0.2 0.115
H 0.870 3.124 2.336 -0.1 -0.1 0.0 0.101
H 2.259 2.081 2.485 0.0 -0.3 0.0 0.079
H 0.985 2.170 -0.172 0.1 0.1 0.2 0.122
H 0.226 0.604 -0.319 0.2 -0.2 -0.1 0.089
H 3.082 1.286 0.311 0.5 -0.4 0.1 0.098
H 2.592 -0.046 -0.801 -0.3 0.5 -0.3 0.095
H 3.106 -0.441 1.927 -0.1 0.4 0.3 0.098
H 2.558 -1.536 0.805 -1.1 -0.3 0.1 0.082
H 1.095 -0.594 2.978 -0.6 0.5 0.2 0.134
H 0.202 -1.032 1.478 -0.4 0.4 0.1 0.111
N -1.948 5.711 -2.727 2.8 1.5 2.5 -0.292
S -2.856 4.544 -2.522 -8.6 -4.0 -1.1 0.426
O -4.221 4.898 -2.082 3.1 -0.8 -0.4 -0.276
O -2.377 3.235 -2.091 0.5 1.3 -0.3 -0.315
F -3.101 4.303 -4.104 0.2 -0.3 -0.5 -0.237
S -1.325 5.806 -1.181 1.0 3.4 0.1 0.606
O -0.156 4.970 -1.101 -0.7 0.1 0.7 -0.298
O -2.262 6.000 -0.061 2.4 -0.6 -2.8 -0.248
F -0.689 7.258 -1.562 -0.4 -0.8 1.2 -0.211
N 1.728 -5.917 1.986 0.2 4.0 0.7 -0.263
S 2.993 -6.651 2.442 2.2 -6.6 1.2 0.444
O 3.083 -7.042 3.839 0.2 1.1 -1.7 -0.285
O 4.160 -6.323 1.658 0.1 0.3 0.9 -0.315
F 2.627 -8.115 1.788 -0.2 0.7 0.1 -0.246
S 2.412 -4.383 2.260 0.3 3.4 -1.0 0.601
O 3.006 -3.762 1.058 -0.9 -1.5 1.6 -0.346
O 3.093 -4.082 3.524 -1.8 -1.4 -2.5 -0.265
F 1.018 -3.596 2.301 -0.1 -0.2 0.4 -0.205
N -8.147 2.410 0.107 0.9 -3.5 -3.5 -0.256
S -7.194 3.416 0.661 3.0 7.5 5.7 0.405
O -6.840 4.554 -0.185 0.1 -2.2 0.9 -0.275
O -6.205 2.941 1.656 -1.3 0.3 -2.1 -0.331
F -8.278 4.087 1.606 -0.4 0.1 0.6 -0.205
S -7.072 1.827 -1.023 -1.4 -3.1 -3.6 0.558
O -6.023 0.906 -0.566 -0.8 1.8 -0.1 -0.336
O -6.866 2.621 -2.233 0.1 -1.1 2.4 -0.278
F -8.137 0.745 -1.530 -0.2 -0.2 -0.2 -0.227
N 1.069 -3.921 -1.836 3.3 0.3 -1.8 -0.210
S 2.540 -3.394 -2.465 4.5 -1.7 0.0 0.591
O 3.352 -2.519 -1.593 -2.3 -0.5 -2.1 -0.313
O 2.703 -3.312 -3.936 -1.3 0.6 3.0 -0.300
F 3.286 -4.736 -2.173 -0.2 -0.9 -0.1 -0.178
S 0.320 -2.626 -2.108 -5.2 1.1 0.7 0.402
O -0.129 -2.331 -3.441 0.8 0.6 -0.8 -0.312
O 0.680 -1.544 -1.260 0.0 1.0 -0.1 -0.267
F -1.108 -3.101 -1.539 0.1 -0.2 0.7 -0.202
N 5.932 2.852 4.113 -2.7 1.7 4.2 -0.219
S 4.644 3.832 4.626 1.8 2.3 6.7 0.529
O 3.342 3.700 4.119 -1.4 -0.5 -2.3 -0.268
O 5.069 5.163 5.043 -0.1 -1.7 -1.4 -0.291
F 4.395 3.173 6.056 0.8 -0.6 -0.2 -0.191
S 5.659 3.123 2.682 1.9 -0.6 -9.4 0.421
O 5.844 4.487 2.143 -2.0 -1.7 1.3 -0.312
O 4.698 2.182 2.048 1.1 2.1 0.7 -0.342
F 7.052 2.588 2.092 0.3 -1.1 0.1 -0.222
N 5.633 -0.932 6.050 -4.5 0.7 -2.0 -0.224
S 4.396 -1.331 4.977 -5.4 3.3 -1.3 0.586
O 3.201 -2.028 5.484 2.9 1.0 -0.7 -0.301
O 4.742 -1.499 3.549 -0.2 0.1 2.8 -0.319
F 3.841 0.204 5.034 0.2 -0.5 -0.5 -0.243
S 6.280 -2.250 5.757 7.0 -7.8 2.9 0.413
O 7.338 -2.173 4.771 -0.9 -0.3 0.1 -0.318
O 5.613 -3.581 5.942 0.6 3.6 -1.3 -0.302
F 7.113 -2.265 7.154 0.4 0.1 -0.1 -0.245
```
Positions in Å, forces in eV/Å.



2.
Here is an isolated molecule of C5H5BrFN from OMol25. Energies are from ωB97M-V with the def2-TZVPD basis set.

- 2S+1: 1
- Total charge: 0
- Orbital gap: 8.9072 eV
- Structure (SMILES): FC1=NC=C[C@H](Br)C1
- E_HOMO: -9.15 eV

Geometry as XYZ:
```
13
Properties=species:S:1:pos:R:3:forces:R:3:lowdin_charge:R:1
F 1.265 2.888 0.266 0.8 2.6 0.2 0.139
C 0.730 1.809 -0.183 -0.4 -1.9 0.0 -0.409
N 1.024 1.410 -1.343 0.4 0.6 0.6 0.149
C 0.670 0.097 -1.658 -0.7 0.9 0.7 -0.106
C -0.200 -0.547 -0.894 0.7 -3.2 -1.3 -0.235
C -0.705 -0.140 0.358 -2.0 2.1 2.3 -0.511
Br -2.723 0.419 -0.072 0.8 0.0 0.3 0.491
C 0.042 1.123 0.978 -0.3 -1.4 -1.5 -0.084
H 1.138 -0.293 -2.531 0.0 -0.3 -0.5 0.105
H -0.475 -1.595 -1.103 0.2 0.7 -0.4 0.120
H -0.987 -1.008 0.992 0.7 1.0 0.0 0.091
H -0.475 1.870 1.602 -0.3 -0.7 -0.5 0.124
H 0.895 0.803 1.575 0.1 -0.4 0.3 0.127
```
Positions in Å, forces in eV/Å.



3.
Here is a cluster of 2 separate species, C5H9NO6 in total from OMol25. Energies are from ωB97M-V with the def2-TZVPD basis set.

- 2S+1: 1
- Total charge: 0
- Orbital gap (alpha / beta): 7.4986 / 7.3031 eV
- E_HOMO (alpha / beta): -9.52 / -9.35 eV

Geometry as XYZ:
```
21
Properties=species:S:1:pos:R:3:forces:R:3:lowdin_charge:R:1
C 1.246 2.105 1.256 -0.1 -0.1 0.3 -0.007
C 1.442 0.635 0.959 -0.9 0.1 -0.3 -0.507
C 1.572 -0.204 2.257 -0.4 0.5 -0.5 -0.177
O 2.038 -1.481 1.857 0.0 -0.7 0.5 -0.063
C 0.177 0.072 0.107 2.3 -0.7 -0.4 -0.385
C 0.100 0.684 -1.442 -0.5 0.2 0.4 -0.118
O -0.757 1.432 -1.807 1.2 -0.9 0.2 0.106
O -0.964 0.088 0.675 -1.5 0.5 0.8 0.069
O -2.530 -1.464 -2.494 -1.2 0.6 2.3 0.068
N -3.202 -1.222 -1.503 -1.6 -1.0 -2.1 -0.135
O -4.400 -1.369 -1.301 2.8 0.5 -0.2 0.081
O 2.627 0.505 0.207 0.1 -0.7 -0.2 -0.001
H 0.250 2.255 1.681 0.1 0.1 0.0 0.097
H 2.005 2.438 1.978 -0.2 0.0 -0.3 0.093
H 1.331 2.689 0.335 0.0 -0.1 0.2 0.095
H 2.294 0.288 2.930 -0.2 -0.1 -0.2 0.133
H 0.588 -0.295 2.733 0.1 0.2 0.0 0.133
H 1.908 -2.102 2.594 0.2 0.3 -0.5 0.110
H 0.444 -0.970 -0.200 0.1 0.1 -0.2 0.156
H 0.911 0.195 -2.051 -0.5 0.7 0.2 0.148
H 2.899 -0.431 0.274 0.0 0.5 0.0 0.104
```
Positions in Å, forces in eV/Å.



4.
Here is an isolated molecule of C18H18ClN5O from OMol25. Energies are from ωB97M-V with the def2-TZVPD basis set.

- 2S+1: 1
- Total charge: 0
- Orbital gap: 8.2548 eV
- Structure (SMILES): ON=C1CCC(Nc2ccc3ncc(-c4cccc(Cl)c4)n3n2)CC1
- E_HOMO: -8.09 eV

Geometry as XYZ:
```
43
Properties=species:S:1:pos:R:3:forces:R:3:lowdin_charge:R:1
O 2.776 7.037 -0.022 -0.3 -1.4 -1.0 -0.084
N 3.372 5.993 0.758 0.3 -0.6 0.0 0.068
C 3.341 4.791 0.231 1.4 3.5 2.1 -0.318
C 3.987 3.661 1.025 -1.3 1.0 2.7 -0.114
C 2.913 2.574 1.390 1.7 0.0 -1.8 -0.095
C 2.484 2.179 -0.048 -3.8 -1.4 3.0 -0.322
N 1.561 1.020 -0.021 -0.2 0.0 -0.1 0.070
C 0.342 0.788 0.562 -0.7 0.7 2.0 -0.294
C -0.377 1.771 1.451 0.1 1.1 -0.2 0.037
C -1.584 1.487 2.081 4.0 -1.0 -3.8 0.036
C -2.084 0.239 1.700 -2.9 -1.9 0.2 -0.322
N -3.297 -0.264 1.997 0.6 -0.6 -0.9 0.112
C -3.272 -1.544 1.434 -2.3 1.8 2.7 -0.106
C -2.100 -1.882 0.958 2.2 0.5 -1.4 -0.187
C -1.732 -3.289 0.739 0.3 0.0 -2.6 -0.157
C -0.530 -3.742 1.273 0.5 -2.4 -0.7 -0.034
C 0.039 -5.045 1.006 -1.8 2.4 -0.7 -0.011
C -0.775 -5.763 0.086 3.0 -1.8 1.5 -0.150
C -1.924 -5.323 -0.460 -2.2 1.1 -0.1 -0.693
Cl -2.860 -6.445 -1.406 0.0 -0.1 -0.4 0.663
C -2.477 -4.075 -0.209 1.4 0.9 0.7 -0.030
N -1.370 -0.665 0.939 1.6 -0.5 0.9 0.026
N -0.101 -0.434 0.439 -1.0 -0.5 -0.1 0.153
C 1.823 3.312 -0.733 -2.1 0.8 0.8 -0.166
C 2.775 4.430 -1.015 0.4 -1.7 -3.3 -0.151
H 2.908 7.941 0.320 0.5 -1.2 0.8 0.095
H 4.862 3.195 0.609 0.3 0.0 -0.7 0.114
H 4.272 4.115 1.980 0.4 0.1 -0.2 0.111
H 2.074 3.054 1.904 0.2 -0.3 0.0 0.101
H 3.356 1.725 1.998 -0.6 1.0 -0.8 0.139
H 3.207 1.864 -0.699 2.6 -0.9 -1.1 0.122
H 1.853 0.220 -0.539 0.2 -0.4 -0.2 0.125
H 0.034 2.816 1.529 -0.4 -1.4 0.0 0.097
H -2.128 2.221 2.547 -1.2 1.3 1.4 0.093
H -4.027 -2.288 1.603 -0.6 0.2 0.1 0.116
H 0.006 -3.043 1.841 0.8 0.8 0.9 0.086
H 1.061 -5.267 1.436 -1.6 -0.3 -0.8 0.122
H -0.555 -6.784 -0.222 0.5 0.1 0.3 0.094
H -3.292 -3.671 -0.838 0.4 -0.3 0.9 0.128
H 1.215 2.937 -1.548 0.3 0.1 -0.6 0.132
H 1.071 3.735 -0.032 0.2 -0.2 -0.3 0.124
H 2.306 5.160 -1.630 -0.3 1.1 0.0 0.112
H 3.602 4.012 -1.661 -0.5 0.3 0.5 0.157
```
Positions in Å, forces in eV/Å.



The records above yield total energy values of -268998.4035; -79514.8808; -19099.2131; -40974.2659 eV, respectively.
The records above yield F_max values of 10.8; 3.7; 2.9; 5.5 eV/A, respectively.